{
  "formula": "C63H168N21O28P7",
  "method": "ωB97M-V with the def2-TZVPD basis set",
  "elements": ["O", "P", "N", "C", "C", "N", "C", "C", "N", "C", "C", "H", "H", "H", "H", "H", "H", "H", "H", "H", "H", "H", "H", "H", "H", "H", "H", "H", "H", "O", "P", "N", "C", "C", "N", "C", "C", "N", "C", "C", "H", "H", "H", "H", "H", "H", "H", "H", "H", "H", "H", "H", "H", "H", "H", "H", "H", "H", "O", "P", "N", "C", "C", "N", "C", "C", "N", "C", "C", "H", "H", "H", "H", "H", "H", "H", "H", "H", "H", "H", "H", "H", "H", "H", "H", "H", "H", "O", "P", "N", "C", "C", "N", "C", "C", "N", "C", "C", "H", "H", "H", "H", "H", "H", "H", "H", "H", "H", "H", "H", "H", "H", "H", "H", "H", "H", "O", "P", "N", "C", "C", "N", "C", "C", "N", "C", "C", "H", "H", "H", "H", "H", "H", "H", "H", "H", "H", "H", "H", "H", "H", "H", "H", "H", "H", "O", "P", "N", "C", "C", "N", "C", "C", "N", "C", "C", "H", "H", "H", "H", "H", "H", "H", "H", "H", "H", "H", "H", "H", "H", "H", "H", "H", "H", "O", "P", "N", "C", "C", "N", "C", "C", "N", "C", "C", "H", "H", "H", "H", "H", "H", "H", "H", "H", "H", "H", "H", "H", "H", "H", "H", "H", "H", "C", "O", "C", "O", "O", "C", "H", "H", "H", "H", "H", "H", "C", "O", "C", "O", "O", "C", "H", "H", "H", "H", "H", "H", "C", "O", "C", "O", "O", "C", "H", "H", "H", "H", "H", "H", "C", "O", "C", "O", "O", "C", "H", "H", "H", "H", "H", "H", "C", "O", "C", "O", "O", "C", "H", "H", "H", "H", "H", "H", "C", "O", "C", "O", "O", "C", "H", "H", "H", "H", "H", "H", "C", "O", "C", "O", "O", "C", "H", "H", "H", "H", "H", "H"],
  "xyz": [[6.06712, 3.91255, 1.90041], [5.85605, 2.45886, 2.01218], [7.01822, 1.72644, 3.02537], [7.92012, 2.55538, 3.77315], [7.35278, 0.35359, 3.13419], [6.01795, 1.61704, 0.61333], [7.29702, 1.14442, 0.09752], [4.87707, 1.54455, -0.27560], [4.25139, 2.19482, 2.58763], [3.38693, 3.31104, 2.96297], [3.68408, 0.89549, 2.64967], [7.68373, 3.56393, 3.56383], [8.93796, 2.44524, 3.39471], [7.85318, 2.36255, 4.85672], [6.82369, -0.29318, 2.44433], [7.03393, -0.05800, 4.09410], [8.42913, 0.32498, 3.00790], [7.57875, 1.56127, -0.88020], [8.09667, 1.53116, 0.76120], [7.32703, 0.03738, 0.04275], [3.96472, 1.73001, 0.30384], [4.95274, 2.24761, -1.13430], [4.77277, 0.56580, -0.75357], [3.98474, 4.19637, 2.99505], [2.50851, 3.47776, 2.31034], [3.07688, 3.10716, 3.97992], [4.46985, 0.15136, 2.62302], [2.98281, 0.76225, 1.81222], [3.15489, 0.67980, 3.56275], [-2.69832, -1.16985, -8.32799], [-3.48115, -0.63425, -7.20619], [-4.84484, -1.58386, -6.95178], [-5.25453, -2.44057, -8.02832], [-5.74728, -1.52192, -5.81386], [-3.90474, 0.97112, -7.44243], [-4.83238, 1.65153, -6.58218], [-3.79622, 1.54329, -8.86060], [-2.76720, -0.62486, -5.67569], [-1.77360, 0.37861, -5.36208], [-2.67693, -1.88838, -4.97065], [-5.30537, -3.48391, -7.74275], [-4.52632, -2.36328, -8.84161], [-6.22214, -2.11338, -8.42669], [-5.87410, -2.50003, -5.35437], [-6.76399, -1.14484, -6.08018], [-5.34125, -0.85834, -5.04435], [-4.66932, 1.29812, -5.56016], [-4.71513, 2.72996, -6.56566], [-5.88160, 1.51921, -6.84885], [-4.80920, 1.74810, -9.22018], [-3.32494, 2.52200, -8.78773], [-3.21012, 0.87340, -9.50999], [-2.02833, 1.30867, -5.86722], [-1.76575, 0.58780, -4.29458], [-0.77290, 0.00647, -5.61241], [-1.68460, -2.33419, -5.07796], [-3.37101, -2.65134, -5.31833], [-2.92615, -1.70532, -3.91791], [-1.17354, -8.56741, -0.42032], [-2.25865, -7.72597, -1.02044], [-1.71278, -6.88356, -2.36461], [-2.40697, -5.96660, -3.23109], [-0.31167, -7.06420, -2.64175], [-2.93139, -6.70925, 0.10034], [-4.12400, -5.87288, -0.10295], [-2.09154, -6.27755, 1.24664], [-3.57297, -8.52109, -1.66577], [-3.55755, -9.16312, -2.92703], [-4.67757, -8.99931, -0.81002], [-1.95989, -4.96411, -3.11795], [-3.42765, -5.88358, -2.89756], [-2.34782, -6.18885, -4.28941], [-0.14499, -7.45801, -3.67072], [0.17421, -7.77397, -1.96750], [0.39305, -6.22273, -2.52832], [-4.48417, -5.66539, 0.88058], [-3.84870, -4.93656, -0.63531], [-4.90828, -6.39128, -0.67721], [-1.63632, -5.28283, 1.17693], [-2.73276, -6.20364, 2.13225], [-1.30661, -7.04806, 1.38079], [-3.29834, -10.22748, -2.80857], [-4.50151, -9.07349, -3.47473], [-2.72969, -8.84379, -3.60520], [-4.55030, -8.57872, 0.17686], [-4.62619, -10.09911, -0.79338], [-5.65681, -8.74429, -1.15889], [2.45122, -0.32503, 5.72245], [3.36149, -1.46836, 5.96543], [4.92645, -0.97990, 6.15372], [6.01051, -1.97970, 6.45581], [5.14473, 0.45019, 6.30139], [3.46557, -2.66692, 4.75536], [4.30289, -2.40280, 3.62531], [2.49504, -3.70050, 4.59003], [2.89159, -2.38471, 7.32278], [2.20567, -1.68540, 8.38889], [3.42264, -3.67602, 7.60730], [6.98271, -1.65134, 6.10965], [5.70254, -2.93782, 5.98684], [6.16591, -2.05044, 7.53802], [5.66582, 0.86037, 5.43628], [5.80309, 0.66372, 7.15306], [4.21990, 1.00192, 6.39592], [3.87608, -1.86745, 2.77404], [5.19131, -1.83411, 3.91753], [4.66908, -3.35455, 3.19553], [2.84918, -4.70841, 4.38703], [1.79056, -3.70217, 5.42692], [1.90751, -3.49169, 3.68887], [2.81132, -1.56747, 9.27572], [1.91109, -0.68162, 8.06591], [1.27252, -2.14495, 8.72619], [2.66673, -4.38962, 7.93619], [4.15914, -3.64217, 8.40147], [3.84731, -4.04258, 6.68784], [-1.94826, -0.78616, -0.32919], [-0.75108, -0.15242, 0.28288], [-1.15710, 0.38024, 1.83675], [-0.14060, 0.86055, 2.75564], [-2.44477, 1.05900, 2.04795], [-0.28302, 1.23090, -0.47696], [-1.02492, 1.59561, -1.72565], [0.79831, 2.09191, -0.04833], [0.68708, -0.98128, 0.45146], [1.65853, -0.97407, -0.70336], [0.55545, -2.17173, 1.32086], [0.77742, 0.28597, 2.77570], [-0.55378, 0.79031, 3.77687], [0.20809, 1.90283, 2.67010], [-3.23491, 0.33787, 1.87768], [-2.58670, 1.91485, 1.34702], [-2.53201, 1.50493, 3.04297], [-1.70097, 2.48148, -1.62998], [-0.30224, 1.89611, -2.49755], [-1.55692, 0.70061, -2.06965], [1.45840, 2.34606, -0.93440], [0.47316, 3.08923, 0.21367], [1.41014, 1.63251, 0.72955], [1.42602, -1.65753, -1.51432], [1.65956, -0.00472, -1.19105], [2.65633, -1.19203, -0.31553], [0.22887, -1.91576, 2.32725], [1.47909, -2.71574, 1.28236], [-0.26772, -2.82981, 0.98641], [-8.20873, 2.92419, -0.86991], [-6.86676, 2.57584, -1.45614], [-6.90368, 1.76029, -2.93156], [-7.55802, 0.42802, -2.89224], [-7.34380, 2.61737, -4.07065], [-6.08384, 1.46299, -0.53575], [-6.17622, 1.73681, 0.94315], [-4.74855, 0.86508, -0.84598], [-5.90762, 3.90413, -1.64336], [-4.57425, 3.83780, -2.36211], [-6.25962, 5.23853, -1.22611], [-7.30212, -0.15407, -1.98719], [-7.25250, -0.19269, -3.73506], [-8.62860, 0.54966, -2.90925], [-7.20627, 2.14656, -5.02048], [-6.84217, 3.58041, -4.04388], [-8.43470, 2.70278, -4.00833], [-6.09215, 0.87718, 1.60218], [-5.37098, 2.38232, 1.34464], [-7.10653, 2.26303, 1.19525], [-4.70476, -0.05636, -0.29099], [-4.74056, 0.65141, -1.89312], [-3.88036, 1.46248, -0.54303], [-4.76485, 4.23316, -3.35387], [-3.83073, 4.50807, -1.94482], [-4.19583, 2.82665, -2.44786], [-7.35077, 5.31765, -1.32864], [-5.83632, 6.06912, -1.79334], [-6.01674, 5.39629, -0.17473], [3.79167, -1.43932, -2.58415], [3.66218, -1.29333, -4.01598], [2.65340, -2.34501, -4.88587], [1.18125, -2.05833, -4.70429], [2.94558, -3.79586, -4.95004], [5.17716, -1.48784, -4.77496], [5.20542, -1.46546, -6.24977], [6.36991, -0.91192, -4.18398], [2.95018, 0.21532, -4.34390], [3.07178, 1.28802, -3.39607], [2.48793, 0.63229, -5.65744], [1.04695, -0.97801, -4.61514], [0.71366, -2.46829, -3.82603], [0.65084, -2.38625, -5.59384], [2.63107, -4.27325, -4.03515], [4.02840, -3.88646, -4.99880], [2.47442, -4.28888, -5.80637], [4.33125, -2.04622, -6.56357], [5.11473, -0.45518, -6.66172], [6.10920, -1.97715, -6.58420], [7.25032, -1.54678, -4.35688], [6.57608, 0.03855, -4.65482], [6.27994, -0.83598, -3.10574], [3.66816, 2.12743, -3.84041], [2.05638, 1.63337, -3.17515], [3.57624, 0.94409, -2.51431], [2.48974, -0.25205, -6.31891], [3.15414, 1.35793, -6.14982], [1.46016, 1.05549, -5.56727], [3.32270, 5.29360, 0.40887], [3.08765, 6.18642, 1.48165], [2.29032, 7.17414, 1.23732], [1.70720, 7.26036, 0.14842], [2.21510, 7.98306, 2.32150], [1.64449, 9.24553, 2.08905], [3.24133, 5.77510, -0.56289], [2.47293, 4.61243, 0.39036], [4.20776, 4.71741, 0.60751], [2.38918, 10.03968, 2.00573], [1.00911, 9.36767, 2.97950], [1.06131, 9.31268, 1.18999], [-2.54420, 4.81819, -6.26476], [-1.84444, 5.51587, -5.25877], [-1.26703, 4.87534, -4.27447], [-1.23784, 3.66308, -4.13707], [-0.61056, 5.74195, -3.55772], [0.23580, 5.26805, -2.50982], [-3.62513, 5.08335, -6.17701], [-2.39197, 3.73678, -6.14696], [-2.03138, 5.12004, -7.17068], [0.03946, 4.24055, -2.21955], [0.06351, 5.90577, -1.62446], [1.28622, 5.39272, -2.82167], [-4.51074, -2.42063, 1.83606], [-5.77238, -1.89196, 1.53132], [-6.64400, -2.54152, 0.83573], [-6.41449, -3.69140, 0.37604], [-7.75788, -1.81789, 0.62628], [-8.77902, -2.38198, -0.16033], [-4.55500, -3.51279, 2.00783], [-4.12643, -1.94201, 2.74496], [-3.82770, -2.16446, 1.04190], [-9.63268, -1.77688, 0.09786], [-8.99150, -3.42313, 0.06412], [-8.67209, -2.29828, -1.25039], [9.54998, -2.59004, 1.92304], [8.74390, -2.41054, 0.75359], [7.42706, -2.75133, 0.92140], [6.91999, -3.20767, 1.90448], [6.79408, -2.48473, -0.22205], [5.43069, -2.92701, -0.19389], [10.55543, -2.22568, 1.58959], [9.59889, -3.64357, 2.12819], [9.28846, -1.93063, 2.74177], [5.43451, -3.98674, 0.14860], [5.03072, -2.79426, -1.19379], [4.79970, -2.44098, 0.53893], [-3.34746, 4.94593, 1.42736], [-1.90013, 4.88032, 1.16850], [-0.99695, 4.61764, 2.10973], [0.18125, 4.67312, 1.85106], [-1.52540, 4.40520, 3.34196], [-0.62184, 4.15981, 4.43834], [-3.64394, 4.34865, 2.28020], [-3.83776, 4.68279, 0.47519], [-3.60721, 5.98835, 1.66358], [-1.14438, 3.91872, 5.35701], [0.02210, 5.04243, 4.45504], [0.12312, 3.38435, 4.21958], [-0.56574, -1.51706, 5.90987], [-1.98740, -1.72583, 5.87285], [-2.74235, -0.67646, 5.57215], [-2.40362, 0.52095, 5.67910], [-3.95237, -1.11072, 5.25415], [-5.01461, -0.10665, 5.21581], [-0.15439, -1.57804, 4.89239], [-0.10637, -2.29053, 6.52986], [-0.27543, -0.49476, 6.19049], [-4.80875, 0.68268, 4.51042], [-5.12627, 0.25775, 6.23676], [-5.91335, -0.58779, 4.86744], [2.61719, 6.12860, 6.19118], [1.97318, 4.87255, 6.60889], [1.94075, 4.61562, 7.89774], [2.21141, 5.44995, 8.77568], [1.73122, 3.37097, 8.21992], [1.93552, 2.30909, 7.19872], [2.27457, 6.33792, 5.19070], [3.69704, 6.09061, 6.32158], [2.31424, 6.91201, 6.88098], [2.49096, 2.71521, 6.34281], [0.97615, 1.93173, 6.88601], [2.51502, 1.50456, 7.64035]],
  "forces_ev_per_angstrom": [[0.191, 0.294, 0.350], [-0.602, -0.197, 1.324], [-1.408, 1.185, -0.928], [0.034, -0.047, 0.210], [-0.600, -0.601, 0.125], [-0.397, -0.853, -0.359], [0.665, 0.184, 0.511], [-0.224, 0.098, -0.718], [1.932, 0.915, -0.737], [0.209, -0.609, 0.011], [-0.131, -0.477, -0.488], [-0.395, 1.201, 0.108], [0.300, -0.370, 0.271], [0.225, 0.018, -0.281], [0.119, 0.082, -0.651], [0.455, 0.002, 0.435], [0.329, -0.802, 0.002], [-0.576, -0.041, 0.017], [-0.385, -0.541, -0.205], [0.068, 0.569, -0.021], [0.202, 0.144, -0.453], [-0.031, 0.009, 0.586], [0.158, -0.274, 0.282], [0.233, 0.647, -0.140], [0.347, -0.297, 0.236], [-0.552, 0.074, 0.351], [0.153, -0.229, -0.384], [0.021, -0.500, 0.084], [-0.371, 0.253, 0.621], [0.234, 0.143, -0.409], [-0.452, 0.125, 1.324], [0.372, 0.384, 0.363], [-0.068, 0.261, -0.929], [-0.132, 0.642, -0.091], [0.767, 0.273, -2.050], [-0.119, -0.196, 0.571], [-0.250, -0.442, 1.694], [-1.396, -0.040, -1.265], [0.105, -0.295, 0.300], [0.170, 0.021, 0.569], [-0.153, -0.336, 0.267], [-0.153, -0.067, 0.186], [-0.103, -0.205, 0.039], [-0.008, -0.278, -0.001], [0.597, -0.196, -0.031], [-0.025, -0.073, -0.133], [-0.213, 0.094, 0.009], [0.512, 0.288, -0.150], [-0.224, -0.406, -0.132], [0.051, -0.389, -0.286], [0.308, 0.030, 0.003], [-0.452, 0.280, 0.390], [0.309, -0.102, -0.105], [-0.123, -0.001, 0.185], [0.037, 0.336, -0.232], [0.150, 0.080, 0.247], [-0.133, 0.318, -0.291], [0.367, -0.194, 0.041], [-0.924, 0.947, -0.476], [0.055, -0.550, -0.200], [1.318, -0.628, 0.469], [0.288, 0.895, 1.010], [1.701, -0.604, -0.849], [0.207, 0.326, 0.607], [0.933, -0.194, -1.116], [-0.186, -0.826, -0.166], [-1.189, 1.065, 1.126], [1.414, -0.971, -1.559], [1.474, -0.632, -0.065], [-0.127, -0.081, -0.039], [-0.524, -0.043, -0.174], [-0.035, -0.563, -0.277], [-0.202, 0.238, 0.372], [-0.652, -0.229, -0.082], [-0.831, 0.641, -0.140], [-0.568, 0.440, 0.495], [-0.385, -0.306, 0.430], [0.389, 0.178, 0.216], [0.033, -0.031, -0.616], [0.065, -0.341, 0.018], [-0.450, 0.572, 0.113], [-0.500, -0.107, 0.029], [0.020, 0.046, 0.175], [-0.680, 0.382, 0.632], [-0.013, -0.173, 0.313], [-0.064, 0.192, 0.356], [-0.556, 0.452, -0.607], [0.081, -0.116, 0.176], [-0.292, -1.921, 0.019], [0.295, -0.437, -0.074], [-1.219, 0.814, 0.082], [1.297, 0.136, 0.015], [0.555, 1.111, 1.481], [1.270, -0.667, -0.895], [-1.631, 0.258, -0.661], [-0.799, 1.300, -1.063], [-0.489, 0.587, 0.007], [-0.009, -0.330, 0.133], [0.030, 0.161, -0.709], [0.506, 0.572, 0.486], [-0.380, -0.386, 0.011], [0.027, 0.083, -0.260], [-0.277, -0.090, 0.129], [-0.129, -0.161, 0.111], [-0.642, 0.104, 0.161], [-0.158, -0.138, -0.005], [-0.073, 0.283, 0.304], [0.748, -0.118, 0.459], [0.205, -0.164, -0.100], [-0.288, 0.136, 0.017], [0.499, -0.025, 0.349], [0.178, -0.199, -0.097], [0.025, -0.452, -0.245], [-0.337, 0.037, -0.060], [0.480, -0.023, 0.173], [0.401, -0.446, -0.014], [0.567, -0.024, 0.031], [-0.294, 1.178, 0.882], [0.541, -0.266, 0.727], [0.126, 0.188, 1.310], [0.207, 0.243, -1.009], [-1.109, 0.309, -1.837], [0.830, 0.340, 0.440], [0.643, 0.438, -1.677], [-0.521, 0.138, -0.120], [-0.586, -0.218, 1.023], [-0.843, 0.039, -0.995], [0.029, -0.467, -0.335], [0.127, 0.003, -0.241], [-0.412, 0.023, -0.537], [-0.367, 0.053, -0.007], [0.087, -0.426, 0.136], [0.272, -0.458, 0.065], [0.291, -0.722, 0.266], [-0.033, -0.162, 0.061], [-0.074, 0.461, 0.144], [-0.253, -0.703, 0.628], [-0.392, 0.122, 0.714], [-0.202, 0.138, -0.091], [-0.165, -0.544, 0.193], [0.079, 0.204, 0.352], [-0.132, 0.009, -0.124], [0.560, 0.349, 0.182], [0.470, -0.319, 0.311], [0.423, -0.024, -0.285], [1.561, 0.000, -0.659], [-1.750, -0.170, 0.346], [0.444, 0.258, -0.344], [0.565, 0.114, 0.271], [-0.809, -0.821, 1.211], [1.378, -0.446, 2.592], [-0.105, 0.845, -0.079], [-1.339, 0.448, 0.390], [2.364, 0.228, -1.170], [-1.672, 0.095, 0.071], [-1.616, 0.044, 0.477], [0.029, 0.669, -0.319], [0.047, 0.247, -0.225], [-0.625, -0.028, -0.057], [0.690, -0.515, -0.548], [-0.128, 0.017, 0.030], [-0.028, 0.614, 0.089], [-0.235, -0.730, -0.583], [0.077, 0.111, -0.688], [0.124, -0.339, -0.340], [0.200, -0.469, 0.128], [0.335, -0.190, -0.699], [-0.254, 0.192, -0.116], [0.188, -0.070, -0.532], [0.068, -0.080, 0.592], [0.021, -0.033, 0.085], [0.214, 0.211, 0.267], [0.328, -0.437, -0.368], [0.050, 0.158, 0.117], [0.432, -0.307, 2.200], [-0.050, 0.582, -2.997], [-1.137, 0.404, 0.639], [1.096, 0.681, -0.706], [0.562, 1.047, 0.221], [-1.113, -0.221, -0.346], [-0.686, -0.614, 0.773], [0.139, -0.538, 0.131], [0.828, -1.115, -0.552], [0.075, 0.752, -0.696], [-0.104, -0.573, -0.303], [-0.032, -0.299, -0.107], [0.114, -0.673, 0.522], [-0.043, -0.179, -0.097], [-0.262, -0.363, 0.345], [0.059, -0.269, -0.205], [0.031, 0.333, 0.058], [0.308, 0.175, -0.341], [0.286, 0.010, -0.030], [0.014, 0.225, -0.139], [-0.231, -0.063, -0.154], [0.160, 0.632, 0.126], [-0.188, 0.247, 0.111], [-0.469, -0.438, 0.381], [0.151, 0.344, 0.292], [-0.008, -0.104, 0.475], [-0.351, 0.426, 0.224], [-0.145, 0.106, 0.357], [0.602, -0.179, -0.260], [-1.426, -0.870, -0.603], [1.438, -0.276, 1.157], [-1.479, 0.118, -2.198], [0.500, 1.089, 2.163], [0.616, -1.101, -1.436], [-0.811, 0.834, 1.008], [0.687, 0.325, 0.133], [-0.109, -0.294, 0.066], [0.568, 0.251, 0.078], [0.238, -0.235, 0.353], [0.129, 0.607, -0.479], [-0.417, -0.442, -0.376], [-0.257, -0.747, 0.220], [-0.458, 1.223, 0.132], [0.818, -2.130, -0.387], [-0.392, 0.594, 0.068], [0.204, 0.780, 0.733], [0.531, 0.501, 0.945], [0.900, -0.169, -0.464], [-0.246, 0.242, 0.057], [-0.629, 0.122, -0.470], [-0.125, -0.094, -0.313], [0.098, -0.195, -0.503], [-0.450, -0.125, 0.041], [0.944, -1.073, 0.533], [-0.817, 2.116, 1.117], [0.351, -3.998, -2.495], [-1.202, 2.897, 1.059], [1.582, -0.138, 0.501], [-1.051, -0.220, -0.498], [-0.014, 0.577, -0.262], [-0.469, 0.004, -0.137], [0.316, -0.168, -0.450], [-0.442, 0.049, 0.055], [0.254, -0.077, 0.238], [0.682, 0.118, 0.301], [1.590, 0.812, -1.274], [-1.577, -0.029, 0.424], [1.227, 0.643, -0.915], [0.222, -0.096, 0.520], [-0.047, 0.144, 0.489], [-0.188, -1.517, 0.037], [-0.738, -0.541, 0.262], [-0.015, -0.284, 0.657], [-0.583, -0.300, 0.242], [-0.114, 0.516, -0.622], [0.027, 0.007, 0.051], [0.176, 0.719, 0.145], [0.653, 0.727, -0.219], [-1.008, -0.312, 0.098], [0.219, 0.651, 0.851], [-0.332, -0.333, 0.404], [-0.497, -0.627, -0.645], [1.711, 0.535, -1.116], [0.038, -0.410, -0.155], [0.287, -0.184, 0.600], [0.202, -0.233, -0.112], [-0.350, 0.309, -0.244], [-0.265, 0.155, 0.816], [-0.590, -0.273, -0.167], [0.660, 0.707, -0.739], [0.295, -0.042, -0.295], [0.683, 2.798, 0.995], [-0.768, -2.757, -0.599], [-0.676, 0.284, -0.410], [0.668, -0.379, 0.391], [-0.229, -0.384, 0.096], [-0.306, 0.260, 0.014], [-0.390, -0.445, 0.521], [0.462, 0.330, -0.008], [-0.152, 0.245, -0.222], [-0.127, -0.536, 0.114], [-0.603, -0.095, 1.361], [0.331, 0.552, -1.566], [1.975, 2.679, 2.687], [-0.933, -1.376, -1.723], [-0.215, -2.113, -0.803], [0.235, 0.985, 0.193], [0.157, -0.158, -0.278], [0.026, -0.509, -0.414], [-0.342, 0.061, -0.091], [-0.303, -0.170, 0.304], [-0.313, -0.053, -0.113], [-0.106, 0.184, 0.337]],
  "mulliken_charge": [-0.9124, 0.4955, 0.5157, -1.2525, -0.8021, 0.5836, -0.9135, 0.0612, 0.8523, -0.3300, -0.0344, 0.4159, 0.3575, 0.2478, -0.1680, -0.1380, 0.6640, 0.3794, 0.2656, 0.1388, -0.3828, 0.3652, -0.3684, 0.5290, 0.1522, -0.6577, -0.5716, -0.2096, 0.4313, -0.9322, 0.4832, 0.4509, -1.1829, -0.8770, 0.4566, -1.2244, -1.0311, 0.9219, -0.2172, -1.1583, 0.3138, 0.3386, 0.3273, 0.4464, 0.3694, -0.0738, 0.1627, 0.5795, 0.3667, 0.3407, 0.2189, 0.3411, -0.1938, -0.2897, 0.2289, -0.0361, 0.4299, 0.3420, -0.9196, 0.3830, 0.5518, -1.1208, -1.1169, 0.3805, -1.0379, -0.9716, 0.4085, -1.1110, -1.1994, 0.3144, 0.3379, 0.3409, 0.3275, 0.3490, 0.2036, 0.5244, 0.0836, 0.3221, 0.2389, 0.3232, 0.3681, 0.3776, 0.3229, 0.2770, 0.3630, 0.3650, 0.3460, -0.3235, -0.2577, 0.4372, -1.0607, -0.0642, 0.8261, -0.4094, -0.6915, 0.6573, -1.0065, -1.0885, 0.3807, 0.3456, 0.2426, -0.2679, 0.5157, -0.3848, -0.6031, -0.0410, 0.6791, 0.3023, 0.3068, -0.0933, 0.3051, 0.1375, 0.3355, 0.3115, 0.2857, 0.3355, -1.0362, -0.5786, 0.9446, 0.8614, -0.0225, 1.1777, -0.8221, -0.6048, 1.4615, -0.6215, -1.2833, -0.3108, 0.3683, -1.1797, -0.2092, -0.3072, 0.3857, -0.2611, -0.1418, 0.3080, 0.2886, 0.3307, -0.0246, 0.6825, -0.2207, -0.3340, -0.1219, 0.5429, 0.4326, -0.9038, 0.0520, 1.0515, -0.6380, -1.1745, 0.4116, -0.8785, -0.1899, 0.7632, -1.3729, -1.3006, -0.0450, 0.0081, 0.3918, 0.2594, 0.2934, 0.3448, 0.1012, 0.0973, 0.5312, 0.0560, 0.2924, -0.3366, 0.6538, 0.6124, -0.1222, 0.3713, 0.3604, 0.3185, -0.3298, -0.0491, 0.2489, -0.9917, -1.1066, 0.2511, -1.1624, -0.9878, 0.9149, 1.0423, -0.9241, 0.0121, 0.4766, 0.4407, 0.3079, 0.4307, 0.2808, 0.3548, 0.2417, 0.4167, 0.3727, 0.3113, 0.1976, 0.5247, -0.6205, -1.1365, 0.3509, 0.2834, 0.0278, -0.5961, -0.2274, 0.9059, -0.6528, -0.2501, -0.7622, 0.6682, -0.0138, 0.0301, 0.2559, 0.2544, 0.3595, -0.0103, -0.4399, 0.6411, -0.2031, -0.3524, -0.0059, 0.3221, -0.3852, 0.3676, -0.1412, 0.1499, 0.2318, -0.0431, -0.0490, 0.7760, -0.6092, -0.2858, -0.7626, 0.3278, -0.3454, 0.1527, 0.3158, 0.3348, 0.2549, -0.6078, -0.3031, 0.7994, -0.5222, -0.2322, 0.3371, 0.2277, 0.3206, 0.2076, 0.3714, -0.3309, -0.2228, -0.1714, -0.2489, 0.1662, 0.1510, -0.4331, -0.2460, 0.3028, -0.3690, 0.4267, 0.3194, 0.2807, -0.1393, 0.2528, -0.4393, 0.9207, -0.5949, -0.3642, -0.6620, -0.2039, 0.3328, -0.0797, 0.2118, 0.3917, 0.2401, -0.6500, -0.2270, 0.7208, -0.6609, -0.3822, 0.5153, 0.0602, 0.3552, 0.3934, -0.3223, 0.1274, 0.1135],
  "largest_force_ha_per_bohr": 0.0919,
  "orbital_gap_ha": 0.3202,
  "e_homo_ev": -8.310
}